No. 1
DFT (ωB97M-V/def2-TZVPD) results for a structure of composition C15H15GaN4STe.

Each line ends with the Mulliken charge.
Geometry (Å):
Ga  -0.2207  0.0754  0.2925  0.16
N  -3.1235  2.6266  -1.2411  -0.35
C  -2.0423  1.8898  -1.0325  0.68
S  -1.2937  2.0477  0.5761  -0.25
N  -1.5874  1.1498  -2.0210  -1.33
N  -0.5115  0.4388  -1.6491  0.79
C  0.3790  -0.0032  -2.4432  -0.30
C  1.5668  -0.5486  -1.7756  0.83
C  2.6913  -0.9450  -2.4679  -0.86
C  3.8222  -1.3273  -1.7561  -0.23
C  3.7960  -1.3051  -0.3703  -0.80
C  2.6349  -0.9151  0.2665  0.08
N  1.5445  -0.5451  -0.4216  0.09
H  -3.4694  3.2614  -0.5407  0.21
H  -3.5457  2.6302  -2.1582  0.27
H  0.3247  0.1216  -3.5191  0.48
H  2.6810  -0.9402  -3.5493  0.46
H  4.7175  -1.6329  -2.2811  0.46
H  4.6602  -1.5829  0.2154  0.43
H  2.5662  -0.8941  1.3459  0.50
C  -1.6728  -3.4284  0.3914  -0.89
Te  -1.8913  -1.6155  1.5182  0.26
C  -1.1304  -2.8124  3.1399  -0.91
C  -1.6666  -4.1743  2.7770  0.68
C  -1.8820  -5.1273  3.7645  -0.78
C  -2.3325  -6.3904  3.4118  -0.59
C  -2.5770  -6.7006  2.0811  -0.56
C  -2.3730  -5.7482  1.0933  -0.84
C  -1.9184  -4.4834  1.4416  0.63
H  -0.6689  -3.4718  -0.0298  0.43
H  -2.4073  -3.4306  -0.4101  0.58
H  -1.5441  -2.4096  4.0606  0.51
H  -0.0441  -2.7487  3.1629  0.42
H  -1.6966  -4.8901  4.8045  0.45
H  -2.5063  -7.1293  4.1820  0.41
H  -2.9458  -7.6805  1.8110  0.41
H  -2.5732  -5.9892  0.0569  0.44

- DFT total energy: -92249.0611 eV
- HOMO: -0.538 Eh
- Total charge: +2
- E_LUMO: -0.280 hartree
- Kohn-Sham gap: 7.02 eV


No. 2
DFT (ωB97M-V/def2-TZVPD) results for a cluster of 3 separate species, C3H10O3 in total in a non-equilibrium geometry.

Each line ends with the Mulliken charge.
Geometry (Å):
C  -0.7347  -0.9853  0.6726  -0.47
O  -1.3468  0.2326  0.6629  -0.49
C  -0.6734  -1.5718  -0.7292  -0.20
C  0.2794  -2.3567  -1.2079  -0.60
H  0.2377  -1.1601  1.1472  0.30
H  -1.3815  -1.6914  1.2178  0.31
H  -0.9168  1.0440  0.9714  0.38
H  -1.4407  -1.1540  -1.3760  0.28
H  0.3723  -2.5710  -2.2657  0.27
H  0.9311  -2.9279  -0.5512  0.24
H  1.9952  1.0478  -1.7450  0.30
H  0.9637  0.4277  -0.7869  0.35
O  1.3558  1.2630  -1.0609  -0.67
H  1.1731  2.0237  1.8279  0.32
H  0.4530  2.2374  0.4422  0.36
O  0.4409  2.4532  1.3798  -0.69

- DFT total energy: -9414.3528 eV
- HOMO: -0.359 Eh
- E_LUMO: 0.024 hartree
- SMILES: C=CCO.O.O
- Kohn-Sham gap: 10.41 eV


No. 3
DFT (ωB97M-V/def2-TZVPD) results for a cluster of 2 separate species, C8H8BNO3 in total in a non-equilibrium geometry.

Each line ends with the Mulliken charge.
Geometry (Å):
B  0.2743  -2.8594  1.2712  0.48
C  0.6085  2.6579  0.2170  -0.33
C  1.5044  2.3331  -0.9053  -0.34
C  -0.1452  1.7826  0.8430  -0.86
C  1.3136  1.1427  -1.5200  -0.88
C  -0.1485  0.3687  0.3609  1.34
C  0.3438  0.2593  -0.9951  0.66
C  -1.3320  -0.6273  0.4910  -0.39
C  -0.2601  -0.8485  -1.5203  -0.70
N  -1.2539  -1.3364  -0.7369  0.08
O  -2.1616  -0.8373  1.3744  -0.74
O  1.0095  -2.7928  0.3582  -0.41
O  -0.5996  -2.9640  2.1920  -0.44
H  0.5867  3.6442  0.6807  0.32
H  2.2470  3.0227  -1.4757  0.24
H  -0.8175  2.1085  1.6613  0.36
H  1.8479  1.0221  -2.3889  0.50
H  -0.2041  -1.1731  -2.5711  0.38
H  -1.7761  -2.1874  -0.7054  0.26
H  0.3665  -0.3012  1.0400  0.05
H  -1.4037  -2.4145  2.3290  0.41

- DFT total energy: -16735.0603 eV
- HOMO: -0.286 Eh
- E_LUMO: 0.009 hartree
- SMILES: O=C1NC=C2C=CC=C[C@@H]12.O=BO
- Kohn-Sham gap: 8.04 eV